1.
A molecular structure, C4H4NO3S2. Source: OMol25; level of theory: ωB97M-V/def2-TZVPD.

CARTESIAN COORDINATES (ANGSTROEM)
C1 -0.425 -0.923 -0.814
C2 -1.182 -0.753 0.226
C3 1.992 0.525 -0.842
C4 0.176 1.054 0.678
N1 0.610 0.710 -0.595
O1 2.790 1.074 -0.168
O2 2.280 -0.328 -1.805
O3 -0.980 0.334 1.031
S1 -0.283 -1.814 -2.140
S2 -2.498 -1.826 0.722
H1 0.980 0.840 1.339
H2 0.042 2.227 0.682
H3 1.505 -0.647 -2.246
H4 -2.873 -1.966 -0.544

Relative energy (zero: lowest compared OMol25 entry of this formula, charge and spin) in kJ/mol: 134.8
HOMO-LUMO gap in eV: 6.36
LUMO in eV: 3.067
Max |F| in hartree/bohr: 0.09323
Total charge: -1
E in eV: -33515.9298
2S+1: 1

=====

2.
6 unconnected molecules or ions with the total composition C54H53F6NO22. Source: OMol25; level of theory: ωB97M-V/def2-TZVPD.

CARTESIAN COORDINATES (ANGSTROEM)
C1 1.041 -4.599 -4.193
C2 0.115 -4.754 -2.828
C3 0.428 -4.042 -1.382
C4 -1.153 -5.583 -2.899
C5 -2.550 -4.677 -3.056
C6 -3.371 -5.334 -4.313
C7 -3.863 -4.209 -5.447
C8 -4.577 -5.121 -6.652
C9 -5.062 -3.209 -4.846
C10 -5.477 -2.012 -5.885
C11 -4.450 -0.724 -5.902
C12 -3.321 -0.729 -4.714
C13 -2.309 0.598 -4.760
C14 -0.733 0.230 -4.504
C15 0.245 1.180 -5.473
F1 0.466 0.498 -6.778
F2 -0.357 2.549 -5.688
C16 1.717 1.478 -4.755
F3 2.634 1.905 -5.845
F4 2.289 0.294 -4.064
F5 1.573 2.670 -3.848
O1 -5.287 0.484 -5.967
C17 -5.683 0.969 -4.637
O2 -5.101 2.119 -4.219
C18 -6.785 0.295 -3.629
C19 -6.406 0.550 -2.021
F6 -5.430 -0.516 -1.609
C20 -3.632 -0.806 -7.335
C21 -4.230 -0.222 -8.733
C22 -3.384 -0.379 -10.085
N1 -2.039 -0.957 -10.361
C23 -1.538 -1.476 -9.058
C24 -2.179 -1.494 -7.590
H1 2.159 -4.322 -3.950
H2 0.944 -5.587 -4.855
H3 0.520 -3.747 -4.847
H4 -0.613 -3.916 -0.835
H5 1.117 -4.702 -0.703
H6 0.834 -2.962 -1.594
H7 -1.158 -6.759 -2.891
H8 -3.161 -4.822 -2.053
H9 -2.313 -3.551 -3.301
H10 -4.270 -5.991 -3.930
H11 -2.644 -6.089 -4.882
H12 -2.954 -3.600 -5.890
H13 -4.423 -4.662 -7.722
H14 -4.045 -6.174 -6.662
H15 -5.725 -5.339 -6.406
H16 -6.017 -3.921 -4.762
H17 -4.844 -2.855 -3.743
H18 -5.460 -2.494 -6.977
H19 -6.591 -1.616 -5.752
H20 -2.583 -1.665 -4.778
H21 -3.778 -0.791 -3.613
H22 -2.528 1.197 -5.741
H23 -2.643 1.312 -3.864
H24 -0.464 -0.906 -4.584
H25 -0.447 0.556 -3.393
H26 -6.917 -0.863 -3.733
H27 -7.845 0.808 -3.793
H28 -7.395 0.384 -1.384
H29 -6.028 1.638 -1.808
H30 -5.280 0.310 -8.745
H31 -3.921 0.044 -11.067
H32 -0.452 -1.969 -9.140
H33 -1.603 -2.000 -6.695
O3 2.653 -3.561 0.294
C25 3.239 -3.567 1.371
C26 2.571 -3.945 2.626
C27 3.234 -3.925 3.784
O4 2.613 -4.282 4.967
C28 4.664 -3.518 3.850
O5 5.241 -3.491 4.932
C29 5.339 -3.162 2.592
C30 4.677 -3.186 1.433
O6 5.305 -2.856 0.246
H34 1.531 -4.237 2.564
H35 3.300 -4.184 5.662
H36 6.384 -2.885 2.652
H37 4.617 -2.948 -0.448
O7 4.960 0.442 8.239
C31 5.181 0.811 7.091
C32 5.063 -0.096 5.938
C33 5.327 0.333 4.703
O8 5.215 -0.514 3.615
C34 5.751 1.736 4.445
O9 6.005 2.096 3.301
C35 5.846 2.650 5.594
C36 5.579 2.222 6.830
O10 5.663 3.076 7.914
H38 4.756 -1.114 6.140
H39 5.460 0.030 2.835
H40 6.138 3.672 5.390
H41 5.424 2.530 8.695
O11 -9.338 0.193 -0.055
C37 -9.422 1.129 0.733
C38 -8.938 1.035 2.119
C39 -9.060 2.067 2.956
O12 -8.605 1.986 4.259
C40 -9.690 3.344 2.521
O13 -9.804 4.269 3.319
C41 -10.152 3.447 1.129
C42 -10.027 2.416 0.291
O14 -10.456 2.506 -1.021
H42 -8.484 0.100 2.422
H43 -8.809 2.859 4.661
H44 -10.591 4.387 0.821
H45 -10.258 1.631 -1.421
O15 9.832 1.912 1.655
C43 9.572 3.088 1.427
C44 8.190 3.591 1.376
C45 7.941 4.875 1.109
O16 6.645 5.355 1.062
C46 9.045 5.839 0.850
O17 8.783 7.009 0.588
C47 10.427 5.342 0.924
C48 10.677 4.059 1.195
O18 11.973 3.585 1.270
H46 7.397 2.879 1.564
H47 6.728 6.310 0.849
H48 11.220 6.058 0.752
H49 11.890 2.628 1.476
O19 5.147 3.147 10.300
C49 4.452 3.617 11.194
C50 5.033 4.273 12.376
C51 4.248 4.760 13.340
O20 4.787 5.379 14.453
C52 2.766 4.655 13.257
O21 2.072 5.096 14.168
C53 2.185 4.021 12.064
C54 2.968 3.538 11.098
O22 2.429 2.943 9.972
H50 6.112 4.340 12.425
H51 4.017 5.643 15.003
H52 1.105 3.968 12.008
H53 3.199 2.674 9.425

Relative energy (zero: lowest compared OMol25 entry of this formula, charge and spin) in kJ/mol: 1793.2
HOMO-LUMO gap in eV: 4.86
LUMO in eV: -2.047
Max |F| in hartree/bohr: 0.17120
SMILES: CC(C)=CCC[C@@H](C)CC[C@](CCCC(F)(F)C(F)(F)F)(OC(=O)CCF)c1ccncc1.O=C1C=C(O)C(=O)C=C1O.O=C1C=C(O)C(=O)C=C1O.O=C1C=C(O)C(=O)C=C1O.O=C1C=C(O)C(=O)C=C1O.O=C1C=C(O)C(=O)C=C1O
Total charge: 0
E in eV: -119674.2974
2S+1: 1